1.
Density functional theory data (ωB97M-V/def2-TZVPD) for 12 unconnected molecules or ions with the total composition C36H82FNO14 at a distorted geometry.

Atoms and positions in Å:
1 C -1.674 3.653 1.526
2 H 4.892 1.478 -5.217
3 H -0.222 0.350 5.535
4 H -2.239 3.072 -4.612
5 C 0.945 -8.155 -2.712
6 O -4.106 -0.298 -0.576
7 H 3.263 6.824 0.124
8 H 6.511 1.390 0.218
9 H 2.438 1.540 1.368
10 C 2.666 -0.784 0.636
11 H -3.443 -1.658 0.948
12 H -5.450 -2.681 -3.254
13 H -8.279 -2.433 2.989
14 H 1.795 -3.895 2.887
15 H 0.492 0.621 -0.416
16 H -5.353 -4.708 -1.972
17 H 4.152 0.604 -6.573
18 H 3.254 5.237 7.669
19 H -1.637 -2.198 -2.117
20 H -3.955 1.705 -0.992
21 H 1.741 5.932 1.921
22 C 5.972 3.887 0.312
23 O 0.592 -2.501 5.768
24 H -4.749 0.713 1.805
25 H 3.761 -3.390 -0.765
26 H 1.205 -8.759 -1.837
27 H 0.482 -1.825 -0.883
28 H 2.961 -8.044 -3.475
29 H 5.639 4.016 -0.723
30 F 3.519 -4.705 0.911
31 H -1.769 3.785 2.608
32 C 3.217 5.763 6.710
33 H 3.634 6.765 6.850
34 C 0.943 -1.450 5.014
35 O 2.383 0.557 -1.607
36 C -0.810 2.452 1.202
37 H 3.366 -1.384 -1.563
38 H 4.982 -1.005 -4.837
39 C -2.271 -3.120 1.483
40 O -7.997 -3.943 1.628
41 C 1.721 0.080 3.202
42 O 0.913 -6.792 -2.316
43 O -6.063 -2.224 -2.652
44 H 0.625 3.941 -5.295
45 C 1.966 -8.350 -3.814
46 H 2.515 8.155 1.038
47 H 0.195 2.568 1.618
48 C 2.293 0.428 1.705
49 H 4.273 0.052 -0.748
50 C 3.992 5.011 5.648
51 C 2.927 -3.638 0.019
52 H -8.308 -4.614 2.260
53 H 0.410 1.066 -2.244
54 H -1.057 -1.493 0.743
55 C -1.026 -2.257 1.526
56 C 0.433 -1.183 -1.887
57 C 1.571 -1.533 3.501
58 C -7.475 -2.858 2.380
59 H 1.916 7.711 -0.578
60 H 1.944 4.830 -0.088
61 H 3.210 -1.082 -4.978
62 H -5.535 -3.770 2.634
63 H 1.497 5.004 6.203
64 H -2.674 3.536 1.096
65 H 0.697 -4.400 -0.080
66 C 4.059 0.831 -5.507
67 N 0.772 0.018 5.454
68 H -1.763 -0.456 -1.409
69 H -1.335 -0.655 -3.312
70 O 2.843 1.537 -5.309
71 O 5.547 1.522 0.214
72 H -5.018 -0.333 -0.911
73 H -2.834 1.083 0.234
74 H -0.305 3.107 -0.562
75 C 1.664 -4.347 -0.747
76 O -0.883 1.736 -5.360
77 O 1.093 5.266 0.092
78 C -6.070 -4.216 -1.307
79 C 4.053 -0.446 -4.692
80 H -0.662 5.021 -4.708
81 C -1.156 2.918 -4.622
82 H -0.792 4.230 -6.297
83 O 1.354 2.400 4.589
84 H 0.080 1.604 -5.356
85 C 3.189 -0.431 -0.877
86 H 1.721 -7.731 -4.683
87 H -0.956 -1.730 2.483
88 C 1.274 1.063 4.437
89 H -0.055 -8.446 -3.047
90 H -6.665 -4.117 3.937
91 C 0.938 0.331 -1.465
92 H 3.938 -0.225 -3.626
93 H -0.126 -2.864 1.390
94 H -1.248 4.565 1.096
95 H 5.041 4.902 5.934
96 H 2.773 1.741 -4.360
97 H -7.478 -3.695 -2.864
98 H -5.871 1.328 0.597
99 C 2.316 7.318 0.362
100 H -2.355 -3.640 0.524
101 H 5.769 4.807 0.866
102 H 3.939 5.537 4.689
103 O -3.425 -2.314 1.667
104 C -0.458 4.101 -5.262
105 H 7.055 3.727 0.280
106 H 2.006 -9.397 -4.127
107 C 1.956 -2.794 2.526
108 H -5.912 -2.508 3.832
109 H 4.192 2.858 0.962
110 H 3.564 4.016 5.489
111 C -6.905 -3.208 -2.070
112 H 1.437 -3.808 -1.784
113 C -6.330 -3.334 3.249
114 C -1.198 -1.100 -2.239
115 H -6.705 -4.980 -0.848
116 H 0.673 -6.265 -3.097
117 H -7.605 -2.704 -1.397
118 H 0.390 6.832 1.203
119 O -0.706 2.296 -0.206
120 H -0.818 2.774 -3.591
121 H -5.490 -3.720 -0.522
122 H 1.063 -1.686 -2.734
123 C 5.275 2.704 0.952
124 C 1.343 6.339 0.987
125 H 5.613 2.560 1.983
126 H -2.246 -3.868 2.281
127 H -7.131 -2.091 1.680
128 H 1.980 -5.456 -1.043
129 H -4.662 2.421 1.311
130 C -4.840 1.401 0.958
131 O 1.860 5.899 6.317
132 C 2.534 -2.395 1.012
133 H -1.252 1.540 1.615
134 C -3.861 1.030 -0.137

SMILES string = CCCOCc1cc2c(cc1[C@H](C)F)C(=O)NC2=O.CCO.CCO.CCO.CCO.CCO.CCO.CCO.CCO.CCO.CCO.CCO
HOMO-LUMO gap = 0.27542 Ha
HOMO level = -9.13 eV
Molar mass = 772.04 g/mol
Lowest unoccupied orbital energy = -0.06002 Eh

2.
Density functional theory data (ωB97M-V/def2-TZVPD) for 9 unconnected molecules or ions with the total composition C26H44O36S8 at a distorted geometry.

Atoms and positions in Å:
1 C -3.535 -0.398 5.780
2 C -3.643 -2.219 0.717
3 O -2.633 1.021 -4.763
4 H 0.837 4.848 0.343
5 H 2.779 6.873 -5.031
6 O 7.272 -10.254 -4.643
7 C -1.351 2.374 -3.372
8 H -1.215 4.168 7.483
9 H -1.386 3.175 -2.639
10 H -6.240 1.890 2.615
11 H 1.300 -3.577 1.261
12 O -6.484 2.130 0.586
13 C -2.016 0.315 1.560
14 H 4.843 -9.340 -6.650
15 O -8.339 0.754 1.259
16 C 0.367 -1.031 -0.950
17 O 5.404 -3.466 -0.653
18 O 0.421 6.202 -3.783
19 C -0.437 -0.336 0.079
20 O 1.101 1.315 1.042
21 O 6.851 -5.218 -1.596
22 H 7.540 -9.401 -6.516
23 H -1.275 5.944 7.527
24 C -0.073 5.124 5.909
25 S 1.607 7.715 0.301
26 H 3.436 5.261 -4.667
27 C -2.478 -1.737 -0.115
28 O 1.000 7.239 1.697
29 H -2.862 -1.411 -1.077
30 H -7.213 -0.345 2.615
31 H 0.363 -3.210 -0.924
32 H 7.435 -7.200 -1.351
33 O 6.173 -9.445 -2.613
34 O -0.471 4.251 4.838
35 S -2.058 4.320 4.651
36 H 1.739 4.865 -2.966
37 H 5.197 -7.298 -2.285
38 S 6.031 -10.410 -3.646
39 O -2.359 5.223 3.604
40 H -0.424 2.437 -3.938
41 H -1.731 0.682 5.245
42 S 5.440 -4.465 -1.656
43 C 2.393 -2.578 -0.852
44 H -4.096 -1.570 1.475
45 O 2.990 7.404 0.274
46 O -3.788 -1.269 6.893
47 C -2.035 -0.218 5.763
48 O -8.194 1.554 -1.069
49 C -1.235 5.075 6.878
50 H -4.045 0.550 5.962
51 H 1.351 -1.840 1.588
52 C 2.531 5.859 -4.714
53 H -0.738 5.334 -0.328
54 C -7.100 0.150 1.655
55 H -1.815 -2.577 -0.254
56 O 1.608 5.294 -5.667
57 H 2.536 -3.599 -1.176
58 O -8.734 3.121 0.768
59 O 4.892 -9.923 -4.658
60 H -2.479 3.060 -5.099
61 H 6.669 -10.952 -6.484
62 H 3.024 -2.470 0.015
63 O -1.137 1.354 1.477
64 H 5.651 -8.218 -5.532
65 H -0.212 -1.189 -1.851
66 O -2.870 0.190 2.400
67 H -1.026 7.066 1.359
68 H -1.536 -1.084 5.322
69 C 1.755 5.860 -3.416
70 C -2.564 2.366 -4.274
71 C 0.834 -2.624 1.052
72 O -3.206 -0.539 -2.947
73 S -2.106 0.001 -3.665
74 O -2.399 5.034 6.037
75 H -3.478 2.571 -3.713
76 C 0.915 -2.408 -0.456
77 H 2.140 6.573 -2.698
78 C -6.122 1.305 1.701
79 H 1.222 -0.411 -1.174
80 C 6.704 -6.499 -0.960
81 O 4.528 -5.691 -1.183
82 O -2.570 3.001 4.657
83 C -0.156 6.416 1.466
84 H -0.180 -2.712 1.421
85 O 0.826 6.669 -0.632
86 S -8.051 1.985 0.273
87 C 0.157 5.687 0.177
88 H -0.311 5.741 2.300
89 H -6.818 -0.585 0.897
90 H 2.691 -1.895 -1.630
91 O -0.661 4.517 -5.210
92 O 5.823 -11.777 -3.355
93 H 0.858 4.778 6.347
94 O -1.126 -0.837 -4.250
95 S -2.661 -1.071 8.015
96 O 5.151 -4.175 -3.014
97 C 6.808 -9.996 -5.977
98 O 1.129 9.014 0.005
99 O -0.302 6.828 -6.029
100 O -4.112 -3.324 0.522
101 S 0.113 5.712 -5.270
102 H -3.911 -0.842 4.864
103 H 6.858 -6.370 0.113
104 O -1.676 -0.147 7.153
105 H -5.090 0.981 1.610
106 H 4.898 -7.646 -0.572
107 C 5.494 -9.269 -5.785
108 C 5.285 -6.913 -1.272
109 H 0.066 6.128 5.501
110 O -3.184 -0.293 9.076
111 O -1.394 1.082 -2.710
112 C 0.016 0.834 0.875
113 O -2.042 -2.324 8.247
114 C -1.666 -0.631 0.459

SMILES string = CC(C)CC1=C(CC=O)C(=O)OC1=O.O=S1(=O)OCCO1.O=S1(=O)OCCO1.O=S1(=O)OCCO1.O=S1(=O)OCCO1.O=S1(=O)OCCO1.O=S1(=O)OCCO1.O=S1(=O)OCCO1.O=S1(=O)OCCO1
HOMO-LUMO gap = 0.33744 Ha
HOMO level = -10.25 eV
Molar mass = 1189.14 g/mol
Lowest unoccupied orbital energy = -0.03919 Eh

3.
Density functional theory data (ωB97M-V/def2-TZVPD) for a molecular structure, C23H40GdN4O5 at a distorted geometry.

Atoms and positions in Å:
1 C -4.936 0.621 -0.934
2 H 3.209 4.009 0.174
3 H 0.520 -0.928 5.588
4 C 0.732 -2.002 5.493
5 C 1.559 -2.271 4.233
6 N -3.928 0.182 -0.137
7 C 1.293 -0.941 2.028
8 H -6.426 1.228 -3.202
9 H 3.529 -1.753 3.482
10 H -5.032 1.698 -4.185
11 H -2.289 -2.269 1.581
12 H -3.426 -1.910 -2.036
13 C 2.328 0.900 -0.143
14 C 0.725 1.321 -2.344
15 H 3.399 -1.903 5.251
16 H 3.824 2.646 1.144
17 H -2.818 1.798 0.129
18 H -0.221 -2.546 5.482
19 H -5.627 2.746 -2.907
20 H 2.740 -0.460 4.442
21 H -1.783 2.359 -0.799
22 O -2.808 1.307 -3.816
23 C -6.343 0.711 -0.503
24 H -1.993 -3.168 -2.224
25 H 0.336 -1.448 -4.947
26 H -6.993 -0.049 -0.952
27 N -3.207 0.822 -2.508
28 C -1.292 -1.852 1.786
29 H 2.301 -0.526 2.075
30 C 0.506 -0.536 0.929
31 H 1.306 -2.320 6.371
32 C 0.773 -1.809 3.004
33 C 1.978 1.926 -2.343
34 H 4.965 3.797 0.397
35 N -0.813 -0.926 0.906
36 C 4.017 3.268 0.261
37 C -5.443 1.700 -3.174
38 O -1.845 2.054 0.147
39 H -1.972 0.857 -4.081
40 H 0.043 1.416 -3.200
41 H 5.375 3.833 -1.987
42 H -1.111 -1.067 -4.678
43 H 2.373 -4.124 4.982
44 H 0.865 -4.339 4.055
45 H 5.013 0.707 -0.022
46 H -3.722 -0.876 1.522
47 C -2.558 -2.444 -1.627
48 C 1.807 -3.776 4.109
49 H -0.930 -3.078 3.548
50 H 2.311 2.529 -3.220
51 C 4.417 3.348 -2.192
52 H -2.615 -2.617 -0.541
53 O 1.141 -3.030 -2.927
54 H 2.933 0.716 0.754
55 C -0.526 -2.326 2.851
56 C -4.522 1.037 -2.238
57 H 4.506 2.780 -3.126
58 O -4.471 -0.460 1.044
59 H -6.428 0.617 0.582
60 C 5.197 1.377 -0.874
61 H 6.158 1.885 -0.726
62 H 3.649 4.123 -2.307
63 N 0.295 0.540 -1.317
64 O -0.302 -0.726 -5.149
65 H 5.261 0.766 -1.788
66 C 4.102 2.433 -1.016
67 C 2.771 1.726 -1.199
68 H 2.394 -3.994 3.204
69 Gd -1.841 -0.346 -1.144
70 C 1.055 0.308 -0.192
71 H -6.783 1.666 -0.800
72 C 2.892 -1.543 4.350
73 H 0.402 -3.397 -2.396

HOMO-LUMO gap (spin up / spin down) = 0.08571 / 0.09148 Ha
HOMO level (spin up / spin down) = -7.90 / -8.00 eV
Molar mass = 609.85 g/mol
Charge = +1
Spin multiplicity = 8
Relative energy (zero: lowest compared OMol25 entry of this formula, charge and spin) = 70.30 kcal per mole
Lowest unoccupied orbital energy (spin up / spin down) = -0.20469 / -0.20255 Eh

4.
Density functional theory data (ωB97M-V/def2-TZVPD) for 2 unconnected molecules or ions with the total composition C6H13ClSi at a distorted geometry.

Atoms and positions in Å:
1 H 1.131 -1.119 -0.259
2 C 0.196 -0.490 -0.367
3 H -0.224 -0.381 2.421
4 C 3.560 0.389 -1.014
5 H -1.960 -0.683 -0.384
6 H -1.062 -2.007 0.443
7 H -1.022 2.477 -0.061
8 H 4.270 -1.089 0.533
9 C -1.105 -1.294 -0.382
10 C -1.301 1.959 0.889
11 Si 0.001 0.584 1.236
12 H -1.181 2.521 1.783
13 C 4.083 -0.341 -0.200
14 H -1.087 -2.027 -1.238
15 Cl 1.550 1.772 1.657
16 H -0.427 0.331 -2.211
17 H 1.173 -0.340 -2.328
18 C 0.458 0.301 -1.598
19 H 0.811 1.341 -1.453
20 H 3.159 0.902 -1.838
21 H -2.369 1.580 0.917

SMILES string = CC(C)[Si@H](C)Cl.C#C
HOMO-LUMO gap = 0.38833 Ha
HOMO level = -9.65 eV
Molar mass = 148.71 g/mol
Relative energy (zero: lowest compared OMol25 entry of this formula, charge and spin) = 54.72 kcal per mole
Lowest unoccupied orbital energy = 0.03384 Eh

5.
Density functional theory data (ωB97M-V/def2-TZVPD) for C5H5NO in the gas phase at a distorted geometry.

Atoms and positions in Å:
1 C -1.353 0.046 0.032
2 C 0.681 1.157 0.107
3 C 0.884 -0.208 -0.323
4 N 0.478 -1.074 0.830
5 H 1.318 -1.896 0.867
6 H -1.054 2.273 0.181
7 H 1.408 1.861 0.006
8 C -0.597 1.266 0.277
9 H -0.729 -1.736 -0.927
10 H 1.820 -0.559 -0.730
11 C -0.354 -0.851 -0.473
12 O -2.503 -0.279 0.154

SMILES string = O=C1C=C[C@H]2N[C@@H]12
HOMO-LUMO gap = 0.35635 Ha
HOMO level = -9.52 eV
Molar mass = 95.10 g/mol
Relative energy (zero: lowest compared OMol25 entry of this formula, charge and spin) = 85.15 kcal per mole
Lowest unoccupied orbital energy = 0.00637 Eh

6.
Density functional theory data (ωB97M-V/def2-TZVPD) for C6H12O in the gas phase.

Atoms and positions in Å:
1 C 1.812 -0.846 0.761
2 H -1.277 -0.414 1.428
3 H -1.400 1.315 1.152
4 H 2.387 -0.835 1.681
5 H 2.013 0.022 -2.304
6 H -2.878 -0.859 -0.454
7 C -0.273 0.264 -0.349
8 H 1.187 1.281 0.947
9 C -2.794 0.141 -0.014
10 H -0.310 -0.690 -0.895
11 H -0.396 1.060 -1.101
12 C 1.077 0.397 0.318
13 H 1.352 -1.801 0.519
14 C -1.430 0.341 0.646
15 H -2.955 0.871 -0.817
16 O 2.185 -0.678 -1.656
17 C 2.311 -0.063 -0.406
18 H 3.223 0.521 -0.282
19 H -3.608 0.254 0.710

SMILES string = CCC[C@H]1C[C@H]1O
HOMO-LUMO gap = 0.39014 Ha
HOMO level = -9.63 eV
Molar mass = 100.16 g/mol
Relative energy (zero: lowest compared OMol25 entry of this formula, charge and spin) = 26.92 kcal per mole
Lowest unoccupied orbital energy = 0.03642 Eh

7.
Density functional theory data (ωB97M-V/def2-TZVPD) for a molecular structure, C37H56GeN5O8P2S2Y.

Atoms and positions in Å:
1 H -0.978 -1.332 4.044
2 Y -0.125 -0.823 -1.409
3 N 0.408 1.581 -2.435
4 C 3.542 -0.130 2.005
5 H 3.174 4.463 4.556
6 H 2.921 5.075 2.912
7 H -3.986 3.599 2.460
8 C -2.032 -1.193 4.285
9 C 1.021 -1.975 0.095
10 H 0.136 -3.918 -5.919
11 H 3.354 -1.614 -2.758
12 H -0.829 1.592 -4.527
13 O -2.361 -0.052 2.182
14 O 0.657 -1.535 -5.807
15 C -0.768 -5.175 -4.399
16 C -2.590 0.049 3.619
17 C 0.750 3.924 -2.136
18 H -2.117 1.501 -5.736
19 C 2.960 4.173 3.526
20 H 5.417 -0.742 1.169
21 O 2.890 1.160 2.307
22 H 0.603 4.555 4.968
23 C 1.458 1.556 -3.258
24 H 3.848 -0.738 -1.305
25 C -2.697 -2.669 0.464
26 H -2.293 5.258 0.268
27 H 4.789 0.771 0.508
28 H -4.357 2.261 1.348
29 H -2.584 -2.074 3.956
30 C -0.217 -4.012 -4.902
31 C 0.561 -1.664 -4.595
32 H 4.383 -4.366 0.415
33 H -1.156 0.070 -5.352
34 C 0.069 2.745 -1.887
35 H -4.300 0.255 4.899
36 C 0.467 4.278 3.922
37 C -3.564 -0.293 -2.086
38 C -4.619 0.445 -2.522
39 C -2.477 3.238 0.964
40 H 2.917 -0.659 1.276
41 H 4.120 -0.306 4.070
42 H 5.505 0.744 2.135
43 H 3.767 3.537 3.166
44 H -0.863 -6.055 -5.022
45 C -2.602 0.613 -3.865
46 H -4.444 1.120 3.361
47 H -5.607 0.514 -2.099
48 C 1.865 3.882 -2.959
49 N 0.902 -0.764 -3.638
50 H -1.894 5.043 1.980
51 H -0.753 4.505 0.740
52 H 2.583 -1.102 3.670
53 H -4.606 -0.646 3.403
54 H 3.181 -3.954 1.654
55 H 1.859 -4.334 -2.682
56 H -2.133 -1.111 5.368
57 H -0.715 -3.381 0.664
58 H 1.000 -2.316 1.144
59 H 0.425 4.845 -1.673
60 C 1.637 3.441 3.451
61 C 3.747 -1.733 -1.746
62 C -3.918 3.256 1.426
63 H -5.745 -1.235 -0.446
64 C 3.762 -3.561 0.816
65 C 4.897 0.184 1.420
66 S -4.358 -2.729 0.916
67 H 4.741 -2.181 -1.829
68 N -0.504 -2.921 -2.792
69 H -0.469 3.728 3.819
70 H -1.314 -4.038 -1.276
71 H -1.997 -4.542 1.218
72 H 4.432 -2.787 1.195
73 H 2.436 4.780 -3.156
74 C -0.094 -2.915 -4.062
75 Ge 2.568 -2.869 -0.622
76 P -1.320 0.891 1.450
77 H -4.500 3.934 0.799
78 P 1.611 1.617 1.514
79 H 4.105 -1.838 3.176
80 O 2.665 0.224 -4.781
81 C 2.314 -4.522 -1.707
82 S -4.187 1.273 -3.947
83 H 1.679 -5.227 -1.163
84 O 1.642 1.553 0.053
85 H 0.398 5.193 3.330
86 C -4.078 0.207 3.831
87 O -1.704 2.373 1.850
88 N -2.412 -0.172 -2.838
89 H -2.074 0.939 3.990
90 H -0.777 2.719 -1.214
91 C -1.683 -3.497 1.170
92 N -2.457 -1.850 -0.524
93 H -1.554 -3.134 2.191
94 H 0.546 -0.424 1.898
95 H 0.209 0.710 3.280
96 C 1.749 0.260 -3.989
97 C -1.811 4.595 0.989
98 C -4.734 -1.564 -0.274
99 C 0.270 0.606 2.194
100 H 1.697 2.523 4.041
101 H -2.426 2.806 -0.037
102 H 3.070 2.566 -4.198
103 C -1.618 0.961 -4.931
104 H -1.602 -6.084 -2.625
105 C 3.592 -0.888 3.312
106 C -1.029 -4.052 -2.316
107 O -1.377 0.659 -0.015
108 O 1.388 3.086 2.065
109 C -3.609 -1.220 -0.951
110 C 2.228 2.675 -3.530
111 H 3.282 -4.998 -1.881
112 C -1.182 -5.195 -3.075

HOMO-LUMO gap = 0.18880 Ha
HOMO level = -5.03 eV
Molar mass = 986.48 g/mol
Relative energy (zero: lowest compared OMol25 entry of this formula, charge and spin) = 20.30 kcal per mole
Lowest unoccupied orbital energy = 0.00412 Eh

- The lowest molar mass belongs to which entry?
  C5H5NO